[1]
This record from the OMol25 dataset describes a structure of composition C28H35IrN6O. The level of theory is the ωB97M-V functional and the def2-TZVPD basis.

ORCA input file:
```
! wB97M-V def2-TZVPD RIJCOSX def2/J DEFGRID3
* xyz 3 2
Ir -0.010 -0.301 -0.236
C -1.836 -2.693 1.272
N -0.842 -1.688 1.631
C 0.430 -2.315 2.002
C -1.281 -0.803 2.685
C -1.654 -1.271 3.931
C -1.989 -0.386 4.952
C -1.851 0.983 4.756
C -1.499 1.469 3.518
C -1.344 0.591 2.418
N -1.269 0.987 1.122
C -1.788 2.152 0.678
C -2.688 2.970 1.410
C -3.039 4.221 0.961
C -2.554 4.683 -0.258
C -1.802 3.835 -1.068
C -1.446 2.572 -0.639
N -0.810 1.623 -1.522
C 0.403 2.136 -2.156
C -1.790 1.176 -2.518
H -2.004 -3.396 2.095
H -1.489 -3.272 0.417
H -2.787 -2.218 1.045
H 0.325 -2.920 2.910
H 1.175 -1.545 2.197
H 0.768 -2.978 1.205
H -1.697 -2.333 4.125
H -2.323 -0.770 5.905
H -2.018 1.664 5.575
H -1.314 2.524 3.379
H -3.144 2.575 2.305
H -3.712 4.833 1.545
H -2.824 5.664 -0.616
H -1.516 4.176 -2.051
H 0.192 2.983 -2.817
H 0.856 1.354 -2.765
H 1.106 2.469 -1.392
H -2.191 2.021 -3.087
H -2.629 0.684 -2.026
H -1.318 0.490 -3.218
N 1.933 -1.022 -1.440
C 1.606 -1.628 -2.689
C 2.523 -1.756 -3.710
C 2.185 -2.435 -4.886
C 0.936 -2.986 -5.039
C -0.050 -2.824 -4.037
C -1.369 -3.304 -4.157
C -2.286 -3.000 -3.178
C -1.887 -2.226 -2.085
N -0.651 -1.797 -1.913
C 0.281 -2.103 -2.854
H 2.755 -0.429 -1.535
H 2.166 -1.736 -0.747
H 3.524 -1.365 -3.591
H 2.927 -2.540 -5.662
H 0.685 -3.520 -5.942
H -1.654 -3.893 -5.018
H -3.312 -3.322 -3.247
H -2.620 -1.931 -1.347
C 5.062 1.789 1.953
N 3.838 1.016 1.998
C 3.662 0.087 3.092
C 2.916 1.131 1.067
O 1.864 0.460 1.041
H 5.524 1.798 2.937
H 4.868 2.818 1.652
H 5.778 1.347 1.255
H 4.174 0.459 3.974
H 4.080 -0.889 2.837
H 2.600 -0.018 3.310
H 3.144 1.877 0.291
*
```

- highest occupied orbital energy (alpha / beta) (Eh) = -0.5985 / -0.6256
- energy relative to the best compared isomer or geometry (same formula, charge and spin) (kJ/mol) = 465.6
- largest force on an atom (eV/Å) = 2.75
- <S²> = 0.86
- frontier orbital gap (alpha / beta) (Ha) = 0.2128 / 0.2348

=====

[2]
This record from the OMol25 dataset describes a structure of composition C2H6NP. The level of theory is the ωB97M-V functional and the def2-TZVPD basis.

ORCA input file:
```
! wB97M-V def2-TZVPD RIJCOSX def2/J DEFGRID3
* xyz 0 1
C 1.017 -0.118 -0.566
C -0.383 0.713 0.611
N -2.393 -0.860 0.237
P -1.831 0.441 -0.403
H 1.100 -1.222 -0.338
H 0.412 0.164 -1.480
H 1.937 0.420 -0.195
H -0.118 1.726 0.758
H -0.518 0.057 1.435
H -3.141 -1.358 -0.291
*
```

- highest occupied orbital energy (Eh) = -0.3259
- energy relative to the best compared isomer or geometry (same formula, charge and spin) (kJ/mol) = 115.2
- largest force on an atom (eV/Å) = 3.79
- frontier orbital gap (Ha) = 0.3270

=====

[3]
This record from the OMol25 dataset describes the molecule C19H23N5O2. The level of theory is the ωB97M-V functional and the def2-TZVPD basis.

ORCA input file:
```
! wB97M-V def2-TZVPD RIJCOSX def2/J DEFGRID3
* xyz 0 1
C 4.196 2.154 -7.141
O 4.064 2.949 -5.950
C 3.077 2.417 -5.041
C 3.180 3.042 -3.663
C 2.251 2.410 -2.631
C 1.488 3.303 -1.803
C 0.606 2.807 -0.783
C 0.704 1.451 -0.550
C -0.119 0.790 0.457
C -0.284 1.016 1.813
C 0.141 2.272 2.591
N -1.135 0.062 2.378
C -1.473 -0.803 1.456
C -2.213 -2.069 1.557
N -2.695 -2.632 2.806
C -3.248 -1.750 3.895
C -2.361 -1.928 5.173
O -2.441 -3.274 5.500
C -2.070 -4.246 4.484
C -2.754 -4.077 3.123
C -2.390 -2.761 0.363
C -1.833 -2.268 -0.929
N -1.126 -1.153 -0.937
N -0.844 -0.448 0.234
C 1.675 0.661 -1.260
N 2.330 1.114 -2.388
H 3.178 1.682 -7.303
H 4.648 2.567 -8.071
H 4.912 1.443 -6.888
H 3.198 1.294 -5.010
H 2.068 2.574 -5.544
H 4.150 2.947 -3.262
H 2.988 4.087 -3.855
H 1.580 4.369 -1.915
H -0.224 3.377 -0.410
H 0.729 2.774 1.938
H -0.667 2.962 3.020
H 0.803 1.892 3.414
H -3.221 -0.772 3.489
H -4.332 -1.990 4.176
H -2.675 -1.267 6.013
H -1.350 -1.754 4.903
H -1.085 -3.977 4.308
H -2.093 -5.264 4.848
H -3.733 -4.559 3.318
H -2.273 -4.761 2.411
H -2.936 -3.700 0.393
H -2.227 -2.668 -1.833
H 1.835 -0.298 -0.895
*
```

- SMILES string = COCCc1ccc(-c2c(C)nc3c(N4CCOCC4)ccnn23)cn1
- highest occupied orbital energy (Eh) = -0.2952
- energy relative to the best compared isomer or geometry (same formula, charge and spin) (kJ/mol) = 677.6
- largest force on an atom (eV/Å) = 5.11
- frontier orbital gap (Ha) = 0.3109

=====

[4]
This record from the OMol25 dataset describes a cluster of 2 separate species, C7H12 in total. The level of theory is the ωB97M-V functional and the def2-TZVPD basis.

ORCA input file:
```
! wB97M-V def2-TZVPD RIJCOSX def2/J DEFGRID3
* xyz 0 1
C -1.823 0.570 -0.112
C -0.802 1.038 -1.074
C -0.148 0.943 -2.186
C 0.183 2.140 -1.344
H -2.719 1.196 -0.186
H -2.109 -0.469 -0.306
H -1.444 0.645 0.911
H 0.053 0.430 -3.115
H 1.126 2.174 -0.786
H -0.178 3.133 -1.633
C 1.523 -0.151 0.991
C 0.826 -1.094 1.617
C 0.188 -2.272 0.937
H 1.976 0.679 1.526
H 1.656 -0.173 -0.090
H 0.707 -1.037 2.700
H 0.758 -3.190 1.131
H 0.143 -2.123 -0.147
H -0.830 -2.443 1.306
*
```

- SMILES string = CC1=CC1.C=CC
- highest occupied orbital energy (Eh) = -0.3312
- energy relative to the best compared isomer or geometry (same formula, charge and spin) (kJ/mol) = 297.8
- largest force on an atom (eV/Å) = 0.36
- frontier orbital gap (Ha) = 0.3727

=====

[5]
This record from the OMol25 dataset describes a structure of composition C32H51N6PPbS. The level of theory is the ωB97M-V functional and the def2-TZVPD basis.

ORCA input file:
```
! wB97M-V def2-TZVPD RIJCOSX def2/J DEFGRID3
* xyz 0 1
Pb 0.074 0.176 -0.208
C 0.197 0.475 3.529
C 0.208 1.624 2.735
C -0.927 1.583 1.869
C -1.685 0.405 2.246
C -0.964 -0.269 3.231
C -1.277 -1.600 3.829
C -3.088 0.126 1.816
C -1.561 2.815 1.285
C 1.208 2.731 2.806
C 1.225 0.062 4.527
H -0.524 -2.329 3.521
H -2.253 -1.959 3.512
H -1.266 -1.552 4.917
H -3.283 0.516 0.817
H -3.788 0.608 2.504
H -3.305 -0.943 1.832
H -2.245 2.566 0.475
H -0.809 3.504 0.903
H -2.130 3.333 2.062
H 1.213 3.321 1.892
H 2.215 2.344 2.962
H 0.972 3.396 3.640
H 1.527 -0.969 4.347
H 0.828 0.120 5.542
H 2.105 0.698 4.468
C -2.709 -1.719 -1.370
N -1.333 -2.114 -1.124
C -1.286 -3.093 -0.049
C -0.738 -2.612 -2.359
C 0.790 -2.670 -2.334
N 1.446 -1.367 -2.284
C 2.851 -1.559 -1.950
C 1.338 -0.645 -3.540
H -3.301 -2.545 -1.788
H -2.728 -0.877 -2.063
H -3.167 -1.402 -0.439
H -1.868 -3.994 -0.290
H -1.690 -2.644 0.854
H -0.258 -3.379 0.158
H -1.060 -1.957 -3.170
H -1.110 -3.627 -2.592
H 1.124 -3.236 -3.222
H 1.107 -3.223 -1.449
H 3.359 -2.189 -2.693
H 2.928 -2.028 -0.972
H 3.355 -0.594 -1.904
H 1.748 -1.224 -4.381
H 1.891 0.288 -3.462
H 0.299 -0.406 -3.753
S 1.900 -0.887 1.181
C 3.096 0.472 1.041
N 4.113 0.530 1.860
N 4.288 -0.449 2.717
C 5.018 -0.330 3.871
C 5.082 -1.418 4.745
C 5.774 -1.309 5.932
C 6.409 -0.122 6.268
C 6.345 0.959 5.403
C 5.662 0.865 4.209
N 3.008 1.441 0.158
N 1.931 1.629 -0.537
C 1.996 2.609 -1.504
C 3.209 3.186 -1.912
C 3.230 4.108 -2.937
C 2.054 4.490 -3.565
C 0.846 3.948 -3.146
C 0.814 3.016 -2.131
H 3.675 -1.265 2.616
H 4.574 -2.337 4.482
H 5.811 -2.149 6.608
H 6.943 -0.038 7.202
H 6.823 1.891 5.670
H 5.590 1.698 3.526
H 4.112 2.881 -1.410
H 4.171 4.537 -3.253
H 2.073 5.203 -4.374
H -0.075 4.261 -3.618
H -0.127 2.596 -1.800
C -2.648 2.055 -3.926
P -2.964 2.200 -2.101
C -4.803 1.970 -2.138
C -2.982 4.048 -1.968
H -3.254 2.760 -4.495
H -2.884 1.041 -4.248
H -1.594 2.240 -4.123
H -5.262 2.597 -2.904
H -5.206 2.242 -1.163
H -5.041 0.925 -2.331
H -3.570 4.494 -2.771
H -1.965 4.434 -2.003
H -3.417 4.322 -1.009
*
```

- highest occupied orbital energy (alpha / beta) (Eh) = -0.2123 / -0.2126
- largest force on an atom (eV/Å) = 3.62
- frontier orbital gap (alpha / beta) (Ha) = 0.1621 / 0.1630

=====

[6]
This record from the OMol25 dataset describes a cluster of 4 separate species, C14H37FN2O4P in total. The level of theory is the ωB97M-V functional and the def2-TZVPD basis.

ORCA input file:
```
! wB97M-V def2-TZVPD RIJCOSX def2/J DEFGRID3
* xyz 1 1
C 5.169 2.336 1.307
C 4.014 2.906 0.492
O 2.760 2.456 0.977
C 2.260 1.318 0.328
C 1.285 0.679 1.304
N 0.623 -0.576 0.914
C 1.431 -1.765 1.073
C 2.284 -2.141 -0.132
N 1.399 -2.186 -1.336
C 0.600 -0.929 -1.545
F -0.213 -1.258 -2.590
C -0.188 -0.588 -0.293
P -1.146 1.033 -0.457
C -2.349 0.720 0.895
C -2.180 0.811 -1.967
C -1.548 1.491 -3.204
H 5.024 1.267 1.454
H 5.238 2.840 2.267
H 6.104 2.504 0.775
H 4.027 3.993 0.545
H 4.133 2.648 -0.565
H 1.755 1.629 -0.597
H 3.079 0.641 0.052
H 0.546 1.431 1.580
H 1.848 0.473 2.215
H 0.778 -2.611 1.317
H 2.097 -1.640 1.924
H 2.686 -3.144 0.007
H 3.121 -1.474 -0.310
H 0.712 -2.936 -1.209
H 1.909 -2.411 -2.192
H 1.274 -0.132 -1.864
H -0.942 -1.387 -0.186
H -2.590 1.666 1.372
H -3.270 0.274 0.521
H -1.938 0.040 1.641
H -3.137 1.281 -1.742
H -2.393 -0.235 -2.173
H -0.660 2.059 -2.917
H -1.228 0.753 -3.936
H -2.236 2.197 -3.656
C -2.250 0.924 4.544
O -1.026 1.658 4.463
H -2.761 1.233 5.451
H -2.893 1.132 3.690
H -2.056 -0.151 4.601
H -0.571 1.383 3.665
C -5.993 -1.073 3.188
O -4.582 -0.899 3.329
H -6.463 -0.153 3.526
H -6.272 -1.249 2.146
H -6.355 -1.899 3.803
H -4.158 -1.710 3.041
C 1.061 -2.081 -6.211
O 0.283 -2.997 -5.443
H 1.216 -2.533 -7.186
H 0.541 -1.129 -6.345
H 2.039 -1.898 -5.755
H 0.102 -2.593 -4.593
*
```

- highest occupied orbital energy (Eh) = -0.4344
- largest force on an atom (eV/Å) = 0.69
- frontier orbital gap (Ha) = 0.3148

=====

Results for M: 663.85, 75.05, 353.43, 96.17, 790.04, 347.43 (in g/mol, following the order of the records).